Entry 1:
Below is the molecule C5H8O2, with properties calculated with the ωB97M-V functional and the def2-TZVPD basis.

Positions of all 15 atoms, in Å:
C1 -0.21 0.91 1.50
C2 0.26 -0.05 0.41
O1 1.22 -0.92 0.95
C3 -0.85 -0.85 -0.34
C4 -0.35 -0.32 -1.71
C5 0.73 0.46 -0.97
O2 1.66 1.15 -1.29
H1 -0.17 0.26 2.36
H2 0.48 1.76 1.64
H3 -1.22 1.30 1.36
H4 2.06 -0.43 1.03
H5 -0.73 -1.92 -0.20
H6 -1.89 -0.57 -0.12
H7 0.06 -1.09 -2.37
H8 -1.05 0.31 -2.26

Results
HOMO energy	-0.346	Ha
net charge	0
orbital gap	10.3	eV
structure (SMILES)	C[C@@]1(O)CCC1=O

---

Entry 2:
Below is the molecule C4H3NO3, with properties calculated with the ωB97M-V functional and the def2-TZVPD basis.

Positions of all 11 atoms, in Å:
O1 2.64 -0.12 0.01
C1 1.59 -0.77 -0.02
N1 0.32 -0.31 -0.28
C2 0.02 1.01 -0.23
C3 -1.31 1.12 -0.01
O2 -1.95 -0.12 0.11
C4 -0.84 -0.95 -0.04
O3 -1.18 -2.11 -0.14
H1 1.84 -1.90 0.49
H2 0.70 1.94 0.10
H3 -1.83 2.21 0.01

Results
HOMO energy	-0.350	Ha
net charge	0
orbital gap	9.9	eV
structure (SMILES)	O=Cn1ccoc1=O

---

Entry 3:
Below is the molecule C6H10, with properties calculated with the ωB97M-V functional and the def2-TZVPD basis.

Positions of all 16 atoms, in Å:
C1 -1.28 1.39 1.55
C2 -0.77 0.16 1.36
C3 -0.05 -0.34 0.16
C4 0.87 -1.54 0.33
C5 0.05 0.41 -0.95
C6 0.89 0.12 -2.16
H1 -1.31 2.09 0.73
H2 -1.66 1.51 2.55
H3 -0.63 -0.45 2.25
H4 0.77 -2.39 -0.34
H5 1.89 -1.19 0.16
H6 0.74 -1.91 1.35
H7 -0.41 1.39 -0.95
H8 1.41 1.01 -2.50
H9 1.57 -0.72 -2.06
H10 0.20 -0.13 -2.98

Results
HOMO energy	-0.305	Ha
net charge	0
orbital gap	9.3	eV
structure (SMILES)	C=C/C(C)=C/C

---

Entry 4:
Below is a structure of composition C29H34N2O5, with properties calculated with the ωB97M-V functional and the def2-TZVPD basis.

Positions of all 70 atoms, in Å:
C1 -4.59 0.80 5.75
C2 -3.52 1.68 4.92
C3 -4.05 2.44 3.68
O1 -3.09 3.23 3.14
C4 -2.25 2.79 2.37
C5 -1.30 3.38 1.82
C6 -0.46 2.79 0.98
C7 -0.29 1.63 0.44
C8 -1.25 0.78 1.02
C9 -2.30 1.27 1.92
H1 -2.85 0.42 2.25
H2 -1.22 -0.30 0.73
C10 0.53 1.18 -0.49
N1 1.08 -0.40 -0.30
C11 0.80 -1.18 -1.12
O2 0.97 -2.58 -0.97
C12 -0.17 -0.52 -2.11
C13 -0.14 0.70 -1.82
C14 -0.71 1.75 -2.91
O3 -0.84 2.79 -2.53
C15 -1.24 1.12 -3.91
C16 -1.96 1.59 -4.85
C17 -2.51 1.12 -6.09
C18 -2.44 -0.35 -6.18
C19 -1.49 -0.80 -5.41
C20 -1.21 -0.31 -4.22
O4 -0.65 -1.05 -3.16
H3 -1.52 -2.02 -5.54
C21 -3.02 -0.92 -7.34
H4 -2.87 -1.92 -7.42
H5 -3.97 -0.68 -7.56
H6 -2.48 -0.29 -8.31
C22 -3.28 2.03 -7.08
H7 -4.35 1.79 -7.05
H8 -3.31 3.12 -6.65
H9 -2.72 1.88 -8.16
H10 -2.01 3.01 -4.76
C23 1.70 -0.83 0.98
C24 3.36 -0.49 0.69
C25 4.24 -1.05 1.95
N2 3.55 -2.25 2.43
C26 4.16 -2.74 3.87
C27 5.66 -2.90 3.96
O5 5.84 -3.95 3.15
C28 5.69 -3.71 1.71
C29 3.95 -3.23 1.49
H11 3.68 -3.05 0.55
H12 3.28 -4.08 1.90
H13 5.84 -4.58 1.03
H14 6.28 -3.02 1.34
H15 5.95 -3.16 4.81
H16 6.33 -1.99 3.51
H17 3.97 -1.49 4.22
H18 3.42 -3.32 4.15
H19 5.04 -0.85 1.64
H20 3.88 -0.37 2.66
H21 3.61 -0.99 -0.11
H22 3.60 0.51 0.53
H23 1.66 -1.68 1.19
H24 1.25 -0.11 1.67
H25 1.40 1.81 -0.69
H26 0.31 3.49 0.34
H27 -1.22 4.49 1.95
H28 -4.56 1.64 3.33
H29 -4.83 3.19 4.31
H30 -2.76 0.95 4.67
H31 -3.02 2.33 5.77
H32 -5.28 1.40 6.07
H33 -4.08 0.25 6.77
H34 -5.23 -0.20 5.08

Results
HOMO energy	-0.300	Ha
net charge	0
orbital gap	8.1	eV

---

Entry 5:
Below is a cluster of 2 separate species, C11H14N2O in total, with properties calculated with the ωB97M-V functional and the def2-TZVPD basis.

Positions of all 28 atoms, in Å:
C1 -0.29 2.79 -2.09
C2 -0.85 1.60 -1.33
C3 -0.44 0.32 -1.63
C4 -1.19 -0.76 -1.15
C5 -2.23 -0.54 -0.28
O1 -2.94 -1.54 0.35
C6 -2.62 0.75 0.06
C7 -1.93 1.83 -0.44
H1 0.31 3.49 -1.49
H2 -1.11 3.40 -2.48
H3 0.34 2.45 -2.91
H4 0.35 0.15 -2.35
H5 -1.01 -1.75 -1.52
H6 -2.45 -2.38 0.35
H7 -3.48 0.88 0.67
H8 -2.10 2.86 -0.20
C8 1.70 0.73 1.14
C9 1.81 -0.71 1.42
C10 1.96 -1.74 0.54
N1 1.88 -2.90 1.26
C11 1.66 -2.53 2.55
N2 1.59 -1.24 2.67
H9 1.67 0.88 0.06
H10 2.55 1.30 1.49
H11 0.90 1.34 1.55
H12 2.36 -1.66 -0.46
H13 2.12 -3.79 0.85
H14 1.45 -3.23 3.33

Results
HOMO energy	-0.303	Ha
net charge	0
orbital gap	8.9	eV
structure (SMILES)	Cc1ccc(O)cc1.Cc1c[nH]cn1

---

Entry 6:
Below is a cluster of 13 separate species, C4H32N2O14 in total, with properties calculated with the ωB97M-V functional and the def2-TZVPD basis.

Positions of all 52 atoms, in Å:
C1 0.79 3.35 -0.21
N1 1.31 2.09 -0.23
C2 0.57 0.96 -0.71
C3 0.64 -0.18 0.29
N2 -0.31 -1.13 0.11
C4 -1.16 -1.25 -1.10
O1 1.44 -0.21 1.21
O2 1.36 4.24 0.40
H1 -0.12 3.65 -0.75
H2 2.14 1.87 0.28
H3 -0.48 1.26 -0.85
H4 0.82 0.47 -1.66
H5 -0.36 -1.97 0.66
H6 -1.92 -1.95 -0.79
H7 -1.57 -0.29 -1.43
H8 -0.50 -1.49 -1.93
H9 -2.81 -1.11 1.96
H10 -3.13 -1.18 3.56
O3 -2.92 -1.65 2.74
H11 -0.29 3.34 2.47
H12 -0.52 2.36 3.51
O4 -1.01 2.81 2.80
H13 -1.56 1.64 -4.21
H14 -0.10 1.64 -4.47
O5 -0.72 1.79 -3.74
H15 3.16 -1.37 -1.60
H16 3.94 -0.12 -1.30
O6 3.35 -0.48 -1.96
H17 -2.22 -3.96 1.27
H18 -0.98 -3.51 2.04
O7 -1.33 -3.61 1.14
H19 0.18 -2.48 4.64
H20 -0.35 -1.70 3.58
O8 -0.47 -2.59 3.94
H21 1.67 0.90 2.67
H22 1.92 2.34 2.44
O9 1.46 1.77 3.06
H23 1.67 -3.44 -0.72
H24 2.35 -2.58 0.32
O10 2.31 -2.72 -0.63
H25 -0.60 -5.05 -1.93
H26 -0.17 -4.29 -0.66
O11 0.15 -4.74 -1.45
H27 -3.00 2.04 -1.59
H28 -2.39 2.62 -2.82
O12 -3.24 2.29 -2.51
H29 2.18 -0.34 -4.46
H30 1.41 0.17 -3.28
O13 1.38 0.14 -4.24
H31 -1.51 1.23 1.37
H32 -2.95 1.67 1.51
O14 -2.39 1.09 0.98

Results
HOMO energy	-0.369	Ha
net charge	0
orbital gap	10.1	eV

---

The calculation returns the following ΔE to the lowest compared entry with this formula, charge and spin values, one per record and in order: 110.1 272.6 118.2 2491.9 142.1 114.2 kJ/mol.
The calculation returns the following electronic energy values, one per record and in order: -9408.6913 -11826.7079 -6382.6346 -43817.4087 -16661.4397 -36313.8430 eV.